The following is a quantum chemistry calculation of a structure of composition C16H41BeF3O8S5 at a distorted geometry, from the OMol25 dataset.

CARTESIAN COORDINATES (ANGSTROEM)
1 S 1.360 -3.021 1.586
2 S 1.813 3.419 1.102
3 S 4.305 0.174 -0.452
4 S -0.950 0.413 3.217
5 S -0.862 2.975 -1.250
6 F -3.126 -3.276 1.221
7 F -4.840 -2.449 0.312
8 F -3.519 -3.714 -0.897
9 O 0.546 -0.207 -2.551
10 O -1.062 1.848 -0.284
11 O -1.453 -1.482 -0.105
12 O 0.067 0.044 2.189
13 O 2.837 0.197 -0.607
14 O -3.384 -0.290 -0.001
15 O 1.615 -1.908 0.613
16 O 1.642 1.991 0.705
17 C -4.448 0.261 -0.751
18 C -2.737 -1.528 -0.420
19 C 1.293 -1.151 -3.197
20 C 0.035 -4.075 0.910
21 C 5.199 1.078 -1.737
22 C -1.851 -1.140 3.450
23 C -2.315 1.373 2.541
24 C 3.602 3.441 1.430
25 C 2.679 -4.180 1.106
26 C -4.980 1.418 0.096
27 C 1.055 -2.594 -2.709
28 C -2.272 4.088 -0.989
29 C -1.293 2.434 -2.924
30 C 1.286 3.600 2.811
31 C -3.557 -2.765 0.043
32 C 4.789 -1.484 -1.047
33 Be 0.483 -0.004 -0.206
34 H -2.707 -1.063 4.116
35 H -3.250 3.698 -1.270
36 H 3.906 4.309 2.010
37 H 0.117 -3.034 -3.049
38 H 1.668 4.488 3.316
39 H 4.160 -2.250 -0.598
40 H 2.385 -0.963 -3.167
41 H 6.232 0.801 -1.518
42 H 4.935 0.769 -2.746
43 H -5.492 1.092 1.000
44 H 1.102 -1.224 -4.284
45 H 5.834 -1.687 -0.815
46 H 4.581 -1.521 -2.117
47 H -0.586 1.676 -3.286
48 H 0.218 3.822 2.738
49 H -1.970 2.404 2.647
50 H -5.242 -0.440 -1.013
51 H 1.453 2.698 3.396
52 H -0.951 -3.683 1.151
53 H 2.476 -5.187 1.470
54 H -3.204 1.260 3.157
55 H -2.087 -1.403 2.413
56 H 0.119 -4.038 -0.175
57 H 0.149 -5.050 1.381
58 H -2.797 -1.482 -1.525
59 H -2.299 4.279 0.084
60 H -4.101 1.993 0.393
61 H -1.285 3.273 -3.615
62 H -1.204 -1.940 3.809
63 H 3.601 -3.817 1.560
64 H 4.039 3.444 0.432
65 H -2.168 1.796 -2.783
66 H -2.437 1.138 1.484
67 H 0.991 -2.662 -1.619
68 H 2.817 -4.236 0.027
69 H 3.798 2.473 1.888
70 H 5.046 2.131 -1.513
71 H -2.112 5.021 -1.528
72 H -4.014 0.721 -1.649
73 H -5.619 2.103 -0.465
74 H 1.942 -3.195 -2.944

Computed properties:
Energy above the lowest of the compared OMol25 structures with the same formula, charge and spin in eV: 0.000
Orbital gap in eV: 7.03
Spin multiplicity: 1
Maximum force in eV/Å: 3.15
Charge: 0
LUMO in eV: 0.19
Total energy in eV: -96360.3221
HOMO in eV: -6.84

***

The following is a quantum chemistry calculation of a cluster of 3 separate species, C16H41N2O6 in total at a distorted geometry, from the OMol25 dataset.

CARTESIAN COORDINATES (ANGSTROEM)
1 O -3.147 1.403 3.845
2 O -0.852 4.589 -2.292
3 O 1.832 3.573 -1.100
4 O 2.190 5.947 -3.076
5 O -1.570 -1.148 4.666
6 O -0.549 0.125 2.021
7 N 0.703 -8.907 -2.230
8 N 0.758 -2.594 -0.794
9 C 2.961 4.748 -2.956
10 C 0.911 4.562 -0.619
11 C -1.943 -1.399 3.304
12 C 0.737 0.345 1.463
13 C -4.518 1.766 3.867
14 C 1.587 -7.718 -1.812
15 C 0.963 -4.064 -0.498
16 C -0.546 4.222 -0.944
17 C 0.556 -6.520 -1.376
18 C -2.673 1.011 5.136
19 C 3.005 7.107 -3.088
20 C 0.985 -5.017 -1.872
21 C -1.363 0.229 5.007
22 C -0.769 -1.254 2.333
23 C -2.028 3.950 -2.763
24 C 2.069 3.585 -2.514
25 H -4.683 2.605 4.549
26 H -1.213 4.789 -0.287
27 H -4.808 2.068 2.857
28 H 0.221 -4.507 -2.612
29 H 2.382 -7.425 -2.618
30 H 3.705 7.077 -3.928
31 H 0.830 1.412 1.232
32 H -2.887 4.218 -2.140
33 H 2.080 -4.949 -2.329
34 H 0.465 -6.573 -0.187
35 H -0.713 3.149 -0.798
36 H 0.391 -9.418 -1.371
37 H 1.294 -9.537 -2.816
38 H -0.190 -2.442 -1.248
39 H 1.976 -4.308 0.057
40 H 3.550 7.198 -2.143
41 H 0.860 -0.230 0.541
42 H -5.132 0.910 4.161
43 H 3.768 4.888 -2.231
44 H 1.023 4.554 0.471
45 H -2.500 1.924 5.715
46 H 1.187 5.559 -0.961
47 H 1.517 -2.313 -1.452
48 H 2.178 -8.083 -0.855
49 H -0.665 0.707 4.318
50 H 1.514 0.081 2.185
51 H 1.132 3.549 -3.073
52 H 2.602 2.651 -2.725
53 H 0.058 -4.439 0.171
54 H -2.798 -0.790 3.009
55 H -3.422 0.394 5.643
56 H -2.271 -2.444 3.282
57 H 2.357 7.980 -3.197
58 H -0.999 -1.772 1.396
59 H -0.881 0.214 5.991
60 H -0.089 -8.544 -2.821
61 H -0.557 -6.692 -1.769
62 H -1.890 2.866 -2.779
63 H -2.214 4.289 -3.788
64 H 0.133 -1.688 2.780
65 H 3.387 4.530 -3.940

Computed properties:
Orbital gap in eV: 6.50
Spin multiplicity: 1
Maximum force in eV/Å: 2.66
Charge: +1
LUMO in eV: -3.89
Total energy in eV: -32509.8404
HOMO in eV: -10.39

***

- charge of number 2 (C16H41N2O6)?
  +1